# CH10O5

A cluster of 5 separate species, CH10O5 in total in a non-equilibrium geometry (ωB97M-V/def2-TZVPD, the OMol25 dataset).

Calculated values
- <S²>: 0.75
- Relative energy (zero: lowest compared OMol25 entry of this formula, charge and spin): 1.2096 eV
- Gap between HOMO and LUMO (spin up / spin down): 2.460 / 6.467 eV

ORCA input file:
```
! wB97M-V def2-TZVPD RIJCOSX def2/J DEFGRID3
* xyz -1 2
O 0.36680 -2.80849 -0.81197
C -0.86058 -2.75536 -0.87989
H -1.53436 -3.41676 -1.35429
H -1.31179 -1.90555 -0.41248
H 1.14769 -1.02592 -1.06799
H 0.63523 0.40521 -0.88086
O 1.41894 -0.23397 -0.76944
H 2.40724 -0.17728 2.31722
H 1.47367 0.10890 1.20838
O 1.57534 0.37346 2.16627
H -2.65648 1.00986 1.25107
H -1.22617 0.31902 1.70635
O -2.00169 0.32904 1.11458
H 0.84929 3.45671 -1.59605
H -0.29731 3.31789 -0.51767
O 0.01421 3.00323 -1.47322
*
```

=====

# CH11N2O3

A cluster of 4 separate species, CH11N2O3 in total in a non-equilibrium geometry (ωB97M-V/def2-TZVPD, the OMol25 dataset).

Calculated values
- Relative energy (zero: lowest compared OMol25 entry of this formula, charge and spin): 1.8884 eV
- Gap between HOMO and LUMO: 10.258 eV

ORCA input file:
```
! wB97M-V def2-TZVPD RIJCOSX def2/J DEFGRID3
* xyz 1 1
N -0.64906 0.25673 -0.36792
C -1.43053 -0.50838 0.36251
N -1.25652 -0.96269 1.59381
H -0.24680 1.08993 0.07199
H -0.71528 0.13206 -1.37068
H -2.21203 -0.96794 -0.24595
H -1.36724 -1.96706 1.63356
H -0.85650 -0.44510 2.35595
H 0.61827 1.61422 -2.25788
H 1.09916 1.40931 -3.67672
O 0.36783 1.19851 -3.08759
H 0.64258 3.53984 0.58716
H -0.48674 3.30979 1.52746
O -0.12196 2.96185 0.70416
H 2.71820 -3.94335 1.11833
H 1.99608 -3.27325 0.05300
O 1.90054 -3.44446 0.99882
*
```

=====

# CH11N2O3

A cluster of 4 separate species, CH11N2O3 in total in a non-equilibrium geometry (ωB97M-V/def2-TZVPD, the OMol25 dataset).

Calculated values
- Relative energy (zero: lowest compared OMol25 entry of this formula, charge and spin): 1.2162 eV
- Gap between HOMO and LUMO: 11.435 eV

ORCA input file:
```
! wB97M-V def2-TZVPD RIJCOSX def2/J DEFGRID3
* xyz 1 1
N -0.78561 0.25390 -0.79492
C -0.80386 -1.03434 -1.00958
N -0.11991 -1.92365 -0.32654
H -0.14736 0.60141 -0.04240
H -1.59848 0.84521 -0.93519
H -1.45397 -1.35135 -1.82279
H -0.55644 -2.81114 -0.13487
H 0.72653 -1.74870 0.17917
H -3.83463 1.07470 -2.02915
H -3.38919 1.93932 -3.12312
O -3.05926 1.59042 -2.28850
H 0.78350 1.79546 1.83319
H 1.43264 0.39380 1.74142
O 0.70813 0.94460 1.41674
H 4.19775 0.44344 2.23690
H 4.30856 -0.94711 2.22704
O 3.67615 -0.29474 2.60782
*
```

=====

# CH11N3O3

A cluster of 4 separate species, CH11N3O3 in total in a non-equilibrium geometry (ωB97M-V/def2-TZVPD, the OMol25 dataset).

Calculated values
- SMILES: N=C(N)N.O.O.O
- Relative energy (zero: lowest compared OMol25 entry of this formula, charge and spin): 0.7850 eV
- Gap between HOMO and LUMO: 10.098 eV

ORCA input file:
```
! wB97M-V def2-TZVPD RIJCOSX def2/J DEFGRID3
* xyz 0 1
N 0.98500 0.45486 0.51543
C 1.08685 0.41878 -0.77162
N 2.16006 0.98258 -1.41062
N 0.35680 -0.37780 -1.62394
H 1.79007 0.86828 0.96317
H 2.10443 1.34356 -2.35692
H 2.88282 1.47486 -0.95065
H -0.64920 -0.49005 -1.56302
H 0.56193 -0.13754 -2.57823
O -1.78447 1.48999 0.66174
H -2.14346 1.01550 1.42330
H -0.84469 1.39942 0.82317
O -0.12760 -1.83847 1.92810
H -0.22451 -1.68580 2.86208
H -0.17378 -1.05108 1.36964
O -2.05970 -1.49491 -0.10718
H -1.93452 -0.55256 0.03125
H -1.98603 -1.81963 0.78431
*
```

=====

# CH11NO5

A cluster of 5 separate species, CH11NO5 in total in a non-equilibrium geometry (ωB97M-V/def2-TZVPD, the OMol25 dataset).

Calculated values
- SMILES: NC=O.O.O.O.O
- Relative energy (zero: lowest compared OMol25 entry of this formula, charge and spin): 0.8884 eV
- Gap between HOMO and LUMO: 10.558 eV

ORCA input file:
```
! wB97M-V def2-TZVPD RIJCOSX def2/J DEFGRID3
* xyz 0 1
N -0.26850 1.89345 1.40130
C -1.33750 1.07506 1.47545
O -1.33866 0.07643 2.11851
H 0.05676 2.45670 0.54803
H 0.44818 1.89264 2.07351
H -2.25045 1.30125 0.90194
O 1.00328 1.82858 -1.20202
H 0.79355 2.27191 -2.06887
H 1.11538 0.85190 -1.51092
O 1.49333 -0.87061 -1.82384
H 1.10940 -1.33141 -1.02118
H 2.40210 -1.13152 -1.62463
O -2.02734 -1.86089 -0.77135
H -1.87723 -1.59338 -1.65778
H -1.11427 -1.77535 -0.47386
O 0.60691 -1.76473 0.83879
H 0.15787 -1.01411 1.22650
H 1.02720 -2.30591 1.57041
*
```

=====

# CH11NO5

A cluster of 5 separate species, CH11NO5 in total in a non-equilibrium geometry (ωB97M-V/def2-TZVPD, the OMol25 dataset).

Calculated values
- SMILES: NC=O.O.O.O.O
- Relative energy (zero: lowest compared OMol25 entry of this formula, charge and spin): 1.5556 eV
- Gap between HOMO and LUMO: 10.129 eV

ORCA input file:
```
! wB97M-V def2-TZVPD RIJCOSX def2/J DEFGRID3
* xyz 0 1
N 1.24837 1.76567 0.90743
C 1.08621 3.10846 0.42433
O 1.14653 4.15636 1.09863
H 1.51970 1.05339 0.27345
H 1.42888 1.74157 1.91268
H 0.70323 3.29644 -0.61952
O -1.00209 -0.76677 0.40248
H -0.17791 -0.43529 0.84006
H -1.21335 -1.60080 0.78778
O -0.70752 -3.38902 0.91978
H -1.17637 -4.24339 1.06938
H 0.21943 -3.74484 0.87559
O -1.32754 1.50861 -1.88302
H -2.27948 1.38601 -1.65043
H -0.94670 0.81893 -1.22208
O 0.85493 -1.62703 -1.34432
H 0.32038 -0.97970 -0.86536
H 0.30330 -2.04860 -1.92687
*
```

=====

# CH11NO5

A cluster of 5 separate species, CH11NO5 in total in a non-equilibrium geometry (ωB97M-V/def2-TZVPD, the OMol25 dataset).

Calculated values
- SMILES: NC=O.O.O.O.O
- Relative energy (zero: lowest compared OMol25 entry of this formula, charge and spin): 0.8793 eV
- Gap between HOMO and LUMO: 10.453 eV

ORCA input file:
```
! wB97M-V def2-TZVPD RIJCOSX def2/J DEFGRID3
* xyz 0 1
N -1.12659 -2.05312 0.93786
C -0.94863 -0.77429 1.35987
O -1.68365 0.16279 1.13577
H -0.25983 -2.57965 0.97111
H -1.86035 -2.49220 0.41331
H -0.12914 -0.71687 2.09149
O 1.55764 -2.06372 0.56843
H 2.31984 -2.61469 0.35773
H 1.90806 -1.17105 0.43883
O 1.54043 1.07400 -0.52272
H 0.81545 0.45781 -0.36457
H 1.42875 1.29398 -1.45821
O -0.23802 3.42454 0.23434
H 0.36558 2.68149 0.11538
H -1.06664 3.02795 0.52349
O 0.16316 0.10952 -2.90884
H -0.07426 -0.45515 -2.17281
H -0.32567 -0.17222 -3.68378
*
```

=====

# CH11NSi4

A structure of composition CH11NSi4 in a non-equilibrium geometry (ωB97M-V/def2-TZVPD, the OMol25 dataset).

Calculated values
- Relative energy (zero: lowest compared OMol25 entry of this formula, charge and spin): 3.1693 eV
- Gap between HOMO and LUMO: 7.223 eV

ORCA input file:
```
! wB97M-V def2-TZVPD RIJCOSX def2/J DEFGRID3
* xyz 0 1
C 0.93214 -0.18817 1.47967
N 0.77741 -0.07338 -1.48751
Si -0.37579 1.08979 1.08347
Si 1.41815 -0.97195 -0.13287
Si -0.25509 1.27104 -1.14240
Si -2.22493 -1.19048 -0.11488
H 1.70526 0.20206 2.05786
H 0.72941 -1.03764 2.22161
H 1.06130 -0.15194 -2.48076
H -1.18153 1.00736 2.30494
H 0.34379 2.45737 1.38345
H 2.82218 -0.87930 -0.28009
H 0.80785 -2.26391 -0.24563
H 0.59152 2.58007 -1.31627
H -1.33327 1.36704 -1.96756
H -2.21348 -2.11665 -1.11947
H -3.60490 -1.10132 -0.24356
*
```

=====

Number 1: E -11434.6511 eV. Number 2: E -10331.4531 eV. Number 3: E -10332.1254 eV. Number 4: E -11828.5691 eV. Number 5: E -12943.2430 eV. Number 6: E -12942.5758 eV. Number 7: E -12943.2521 eV. Number 8: E -34212.4679 eV.